1.
DFT (wB97M-V/def2-TZVPD) results for 2 unconnected molecules or ions with the total composition C2H5N2O at a distorted geometry.

Last column: Mulliken charge in e.
Positions of all 10 atoms, in Å:
C (-0.468451, 2.133673, -0.046359)  0.32
C (0.510883, -3.436252, -0.090122)  -0.02
N (-0.528359, 0.986047, 0.020565)  0.05
N (-0.380958, 3.374638, 0.070956)  -0.30
O (0.112926, -2.293639, -0.104342)  -0.43
H (1.471936, -3.826408, 0.519961)  0.21
H (-0.250460, -4.349532, -0.296332)  0.20
H (-0.193693, 0.022213, -0.156301)  0.37
H (-0.464129, 3.867316, -0.795952)  0.30
H (0.190305, 3.521946, 0.877927)  0.29

Atoms 1-6, force components in eV/Å:
-0.16 -3.75 -0.10
-1.15 -2.17 2.53
0.04 -0.82 -0.46
-0.29 0.71 0.01
0.87 -0.53 -0.53
-1.39 1.22 -1.70

Output
* energy above the lowest of the compared OMol25 structures with the same formula, charge and spin: 2.807 eV
* E_HOMO: -13.45 eV
* spin multiplicity: 1
* gap between HOMO and LUMO: 9.32 eV
* charge: +1
* lowest unoccupied orbital energy: -0.1520 hartree
* total energy: -263.6112 hartree



2.
DFT (wB97M-V/def2-TZVPD) results for 2 unconnected molecules or ions with the total composition C2H5N2O3 at a distorted geometry.

Last column: Mulliken charge in e.
Positions of all 12 atoms, in Å:
C (0.695748, -0.825180, -1.504173)  0.19
N (1.544000, -1.854839, -1.216770)  -0.37
O (0.733722, -0.196284, -2.546245)  -0.60
H (-0.127742, -0.693633, -0.810863)  0.25
H (1.802915, -2.018390, -0.259981)  0.24
H (2.143577, -2.219220, -1.934901)  0.21
N (-1.561920, 1.473236, 2.042690)  -0.53
C (-0.710247, 0.683961, 1.201290)  0.67
O (-0.600035, -0.525150, 1.522686)  -0.75
O (-0.196938, 1.274348, 0.227951)  -0.73
H (-1.652260, 1.110494, 2.979542)  0.20
H (-1.345899, 2.457884, 2.055842)  0.21

Atoms 1-6, force components in eV/Å:
-0.84 0.21 -1.04
0.25 -0.37 0.29
0.31 -0.39 -0.15
0.30 0.20 0.62
-0.32 -0.15 0.10
0.29 0.41 -0.05

Output
* energy above the lowest of the compared OMol25 structures with the same formula, charge and spin: 1.150 eV
* E_HOMO: -4.20 eV
* spin multiplicity: 1
* gap between HOMO and LUMO: 8.37 eV
* charge: -1
* lowest unoccupied orbital energy: 0.1530 hartree
* total energy: -414.5346 hartree



3.
DFT (wB97M-V/def2-TZVPD) results for a molecular structure, C2H5N2O3 at a distorted geometry.

Last column: Mulliken charge in e.
Positions of all 12 atoms, in Å:
C (-0.439002, -1.437920, -0.591824)  0.03
C (-0.200341, 2.100683, 0.250705)  -0.55
N (-0.969220, -3.260090, -0.600109)  0.29
N (0.995639, 0.120964, 0.336259)  0.02
O (-0.243516, -3.858128, 0.021587)  -0.06
O (0.553524, -1.115232, 0.093904)  -0.06
O (0.543275, 1.124199, -0.489817)  -0.26
H (-0.891594, -0.699495, -1.176471)  0.42
H (-0.049138, 3.074505, -0.101954)  0.28
H (0.014642, 2.082961, 1.314418)  0.33
H (-1.159201, 1.756206, 0.016151)  0.27
H (1.844930, 0.111348, 0.927151)  0.27

Atoms 1-6, force components in eV/Å:
0.86 -1.28 0.34
-0.41 -1.05 0.93
0.96 0.66 0.49
0.06 1.61 0.61
-0.43 0.09 -0.30
-0.67 -1.47 0.23

Output
* energy above the lowest of the compared OMol25 structures with the same formula, charge and spin: 10.050 eV
* E_HOMO (alpha / beta): -14.68 / -14.68 eV
* spin multiplicity: 1
* gap between HOMO and LUMO (alpha / beta): 8.43 / 8.43 eV
* charge: +1
* lowest unoccupied orbital energy (alpha / beta): -0.2296 / -0.2296 hartree
* total energy: -413.8428 hartree



4.
DFT (wB97M-V/def2-TZVPD) results for a gas-phase ion, C2H5N2O3 (charge +1) at a distorted geometry.

Last column: Mulliken spin population.
Positions of all 12 atoms, in Å:
C (-2.920341, 0.347149, -0.313260)  -0.02
C (1.160964, -0.193407, -0.238983)  0.01
N (-4.248462, 0.448469, -0.074942)  0.64
N (-0.978931, -0.661663, 0.565992)  0.31
O (-5.256158, -0.129345, -0.028642)  0.73
O (-2.278294, -0.696476, 0.274366)  0.21
O (-0.232510, 0.091551, -0.299764)  0.09
H (-2.384511, 1.187685, -0.727903)  0.00
H (1.636330, 0.348862, 0.585431)  0.00
H (1.554592, 0.160432, -1.191565)  0.00
H (1.345852, -1.266219, -0.141619)  0.00
H (-0.754085, -0.542224, 1.563109)  0.03

Atoms 1-6, force components in eV/Å:
-1.62 -0.25 1.54
1.08 -0.32 0.18
3.55 1.13 -2.48
1.24 -0.36 -1.22
-1.20 -1.23 1.01
-0.27 0.81 0.65

Output
* ⟨S²⟩: 2.0572
* energy above the lowest of the compared OMol25 structures with the same formula, charge and spin: 3.323 eV
* E_HOMO (alpha / beta): -14.56 / -14.29 eV
* spin multiplicity: 3
* gap between HOMO and LUMO (alpha / beta): 9.77 / 6.17 eV
* charge: +1
* lowest unoccupied orbital energy (alpha / beta): -0.1763 / -0.2986 hartree
* total energy: -413.8541 hartree



5.
DFT (wB97M-V/def2-TZVPD) results for a gas-phase ion, C2H5N2S (charge +1) at a distorted geometry.

Last column: Mulliken charge in e.
Positions of all 10 atoms, in Å:
C (-0.376461, -1.068263, -0.238000)  0.08
C (0.689584, 1.402539, 0.239435)  -0.26
N (-1.179444, -0.263287, 0.584353)  -0.21
N (0.495027, -0.500643, -0.956474)  -0.51
S (-0.977980, 1.393654, 0.555956)  0.22
H (-0.512737, -2.061686, -0.256830)  0.47
H (1.320439, 0.655104, 0.670695)  0.35
H (1.006393, 2.268858, -0.335608)  0.33
H (-1.616397, -0.743670, 1.284090)  0.26
H (1.151576, -1.082607, -1.547618)  0.27

Atoms 1-6, force components in eV/Å:
0.72 4.57 -0.76
-1.98 -0.50 -0.51
1.89 -0.19 -1.87
1.46 -0.41 -0.38
0.96 -0.01 -0.56
-1.03 -3.57 0.27

Output
* energy above the lowest of the compared OMol25 structures with the same formula, charge and spin: 2.056 eV
* E_HOMO: -14.47 eV
* spin multiplicity: 1
* gap between HOMO and LUMO: 8.41 eV
* charge: +1
* lowest unoccupied orbital energy: -0.2227 hartree
* total energy: -586.5516 hartree



6.
DFT (wB97M-V/def2-TZVPD) results for a gas-phase ion, C2H5N2S3 (charge +1) at a distorted geometry.

Last column: Mulliken charge in e.
Positions of all 12 atoms, in Å:
N (-0.645351, 0.765324, 1.373141)  -0.27
C (0.115547, -0.146681, 0.793152)  -0.29
C (-0.129931, -0.955121, -0.321779)  0.13
S (0.583374, -2.566407, -0.578688)  -0.09
S (-0.832420, -0.289992, -1.731707)  0.17
N (0.233059, 1.111145, -1.540491)  -0.13
S (1.340222, 1.625540, -0.553308)  0.07
H (-1.605180, 0.881490, 1.110298)  0.26
H (-0.213394, 1.560962, 2.012976)  0.32
H (1.012230, -0.440655, 1.322013)  0.38
H (0.166918, -3.197542, 0.408396)  0.18
H (-0.025075, 1.651934, -2.294002)  0.28

Atoms 1-6, force components in eV/Å:
0.94 2.22 1.52
0.85 -1.09 0.89
-0.85 -1.59 -0.09
0.99 2.34 -2.77
1.78 0.77 2.09
-1.49 -1.31 -1.33

Output
* structure (SMILES): N/C=C(/S)S[NH+]=S
* energy above the lowest of the compared OMol25 structures with the same formula, charge and spin: 2.988 eV
* E_HOMO (alpha / beta): -12.84 / -12.72 eV
* spin multiplicity: 1
* gap between HOMO and LUMO (alpha / beta): 7.16 / 5.98 eV
* charge: +1
* lowest unoccupied orbital energy (alpha / beta): -0.2089 / -0.2477 hartree
* total energy: -1382.8986 hartree



7.
DFT (wB97M-V/def2-TZVPD) results for 2 unconnected molecules or ions with the total composition C2H5N2S3 at a distorted geometry.

Last column: Mulliken charge in e.
Positions of all 12 atoms, in Å:
C (-1.408785, -0.288131, 1.705471)  0.01
C (-1.527060, 1.238156, 0.139197)  0.09
N (-1.057526, 0.920977, 1.306451)  -0.38
N (-2.003188, -0.945986, 0.677366)  -0.07
S (-2.328495, 0.021562, -0.696356)  0.23
S (3.162824, 0.869055, -0.777671)  -0.15
S (1.484908, -0.057409, 0.115580)  -0.19
H (-1.198367, -0.716876, 2.642118)  0.42
H (-1.349524, 2.353330, -0.136774)  0.36
H (-2.259811, -1.945560, 0.648441)  0.28
H (4.094292, -0.099670, -0.766929)  0.19
H (1.383861, 0.695145, 1.216774)  0.21

Atoms 1-6, force components in eV/Å:
-0.51 -0.03 -3.92
0.76 3.11 -0.49
-0.31 0.60 2.08
-0.62 -0.86 0.19
0.59 -0.59 1.41
-0.66 0.06 0.08

Output
* energy above the lowest of the compared OMol25 structures with the same formula, charge and spin: 0.842 eV
* E_HOMO: -12.38 eV
* spin multiplicity: 1
* gap between HOMO and LUMO: 6.77 eV
* charge: +1
* lowest unoccupied orbital energy: -0.2061 hartree
* total energy: -1382.9775 hartree



8.
DFT (wB97M-V/def2-TZVPD) results for a gas-phase ion, C2H5N2Si (charge +1) at a distorted geometry.

Last column: Mulliken charge in e.
Positions of all 10 atoms, in Å:
C (-1.199942, 0.770886, -0.189617)  -0.12
N (-1.060108, 0.334343, 1.040645)  -0.31
C (-0.102703, -0.484334, 1.241274)  0.10
N (0.963301, -0.507474, 0.404012)  -0.26
Si (0.392804, 0.083271, -1.236603)  0.41
H (-1.828286, 1.640500, -0.193384)  0.42
H (-0.276687, -1.032247, 2.155055)  0.43
H (1.884362, -1.039953, 0.574963)  0.33
H (0.623752, -1.141343, -1.923547)  0.00
H (0.603508, 1.376351, -1.872798)  0.00

Atoms 1-6, force components in eV/Å:
1.09 -1.36 1.25
-2.76 2.85 -2.51
4.04 -2.00 0.69
0.26 -0.28 0.86
-1.55 1.00 1.59
-0.45 0.34 -1.01

Output
* structure (SMILES): C1=NC=[NH+][SiH2]1
* energy above the lowest of the compared OMol25 structures with the same formula, charge and spin: 1.087 eV
* E_HOMO: -15.51 eV
* spin multiplicity: 1
* gap between HOMO and LUMO: 9.24 eV
* charge: +1
* lowest unoccupied orbital energy: -0.2305 hartree
* total energy: -477.8815 hartree



9.
DFT (wB97M-V/def2-TZVPD) results for 2 unconnected molecules or ions with the total composition C2H5N3 at a distorted geometry.

Last column: Mulliken charge in e.
Positions of all 10 atoms, in Å:
C (-1.856692, 2.300688, -0.646571)  -0.21
C (-0.856358, 1.679072, -0.405543)  -0.97
N (1.078624, -0.895178, -0.836322)  -0.22
N (0.928594, -0.381709, 1.335756)  -0.23
N (1.439394, -0.099392, 0.151931)  0.12
H (-2.789337, 2.750572, -0.886558)  0.32
H (1.364591, -0.554233, -1.741417)  0.30
H (0.179675, -1.374683, -0.790242)  0.29
H (0.031657, -0.865015, 1.390524)  0.29
H (1.066875, 0.359229, 2.006686)  0.31

Atoms 1-6, force components in eV/Å:
-2.01 0.89 -0.50
2.51 -1.68 0.66
0.20 1.34 1.97
0.41 0.34 -2.24
-1.57 -1.65 0.24
-0.04 0.21 0.00

Output
* energy above the lowest of the compared OMol25 structures with the same formula, charge and spin: 6.679 eV
* E_HOMO (alpha / beta): -7.40 / -7.40 eV
* spin multiplicity: 1
* gap between HOMO and LUMO (alpha / beta): 5.81 / 5.81 eV
* lowest unoccupied orbital energy (alpha / beta): -0.0584 / -0.0584 hartree
* total energy: -243.2165 hartree



10.
DFT (wB97M-V/def2-TZVPD) results for a single C2H5N3 molecule at a distorted geometry.

Last column: Mulliken charge in e.
Positions of all 10 atoms, in Å:
N (-2.614755, 0.245115, 0.264771)  -0.49
C (-1.451063, -0.139586, 0.170473)  0.21
C (-0.224214, -0.536775, 0.451238)  -0.27
N (0.757090, -0.264890, -0.514211)  -0.23
N (1.951449, 0.239979, 0.035781)  -0.55
H (-3.328315, -0.248065, -0.270571)  0.27
H (0.097703, -0.964414, 1.387629)  0.38
H (0.204311, 0.347077, -1.210405)  0.24
H (1.899017, 1.221520, 0.308651)  0.21
H (2.708775, 0.100039, -0.623355)  0.23

Atoms 1-6, force components in eV/Å:
0.03 0.65 -0.62
-0.37 -1.01 1.95
-0.41 0.81 -0.28
-0.80 0.75 -1.82
0.02 0.32 0.00
0.16 -0.27 0.05

Output
* structure (SMILES): N=C=CNN
* energy above the lowest of the compared OMol25 structures with the same formula, charge and spin: 2.640 eV
* E_HOMO: -7.71 eV
* spin multiplicity: 1
* gap between HOMO and LUMO: 8.50 eV
* lowest unoccupied orbital energy: 0.0287 hartree
* total energy: -243.3649 hartree



11.
DFT (wB97M-V/def2-TZVPD) results for a molecular structure, C2H5N3O at a distorted geometry.

Last column: Mulliken charge in e.
Positions of all 11 atoms, in Å:
C (1.654623, 0.520223, 0.230575)  -0.55
C (0.696080, 0.844628, -0.631026)  0.04
N (-1.809648, 0.763050, -0.235597)  -0.06
N (-0.811340, -1.389549, 0.275129)  -0.62
N (-0.882048, -0.146096, -0.305309)  0.43
O (-2.954976, 0.548046, 0.187169)  -0.48
H (2.591133, 1.113550, 0.412661)  0.26
H (1.407210, -0.291096, 0.918477)  0.10
H (0.692965, 1.538543, -1.449208)  0.36
H (-0.057072, -1.324919, 0.921652)  0.25
H (-0.526923, -2.176375, -0.324519)  0.27

Atoms 1-6, force components in eV/Å:
-0.67 0.78 -0.15
-1.52 -2.81 1.93
-2.18 1.06 0.34
-0.17 -0.43 0.27
3.70 1.82 -2.02
2.24 -0.74 -0.45

Output
* energy above the lowest of the compared OMol25 structures with the same formula, charge and spin: 6.924 eV
* E_HOMO: -8.85 eV
* spin multiplicity: 1
* gap between HOMO and LUMO: 9.52 eV
* lowest unoccupied orbital energy: 0.0246 hartree
* total energy: -318.4960 hartree



12.
DFT (wB97M-V/def2-TZVPD) results for a single C2H5N3O molecule at a distorted geometry.

Last column: Mulliken charge in e.
Positions of all 11 atoms, in Å:
H (2.378023, -1.299501, -0.311960)  0.21
N (2.121381, -0.281931, -0.233316)  -0.65
C (0.959275, 0.042657, 0.092806)  0.45
N (0.444957, 1.343232, 0.198514)  -0.49
N (-0.098908, -0.939914, 0.257003)  -0.17
C (-1.407330, -0.573291, -0.056805)  0.02
O (-1.974815, 0.460398, -0.144113)  -0.53
H (-0.446623, 1.408015, -0.245396)  0.27
H (1.229601, 1.983698, -0.096106)  0.28
H (0.040428, -1.981841, 0.273082)  0.27
H (-1.986595, -1.459462, -0.238132)  0.35

Atoms 1-6, force components in eV/Å:
-0.87 1.51 0.37
1.82 -0.63 -0.04
-1.75 -1.14 -0.31
3.69 -0.33 0.02
-0.87 0.63 -0.26
0.67 -3.27 0.55

Output
* structure (SMILES): [H]/N=C(/N)NC=O
* energy above the lowest of the compared OMol25 structures with the same formula, charge and spin: 1.014 eV
* E_HOMO: -9.65 eV
* spin multiplicity: 1
* gap between HOMO and LUMO: 10.27 eV
* lowest unoccupied orbital energy: 0.0228 hartree
* total energy: -318.7132 hartree